# 1
Computed, not measured: a cluster of 2 separate species, C10H16 in total, with ωB97M-V with the def2-TZVPD basis set.

Last column: Mulliken charge in e.
Element x y z (Å)
C (-0.831, 2.181, 1.070)  -1.0200
C (0.525, 1.643, 1.481)  -1.1194
C (0.911, 0.366, 0.770)  0.8296
C (0.598, -0.808, 1.446)  -0.5070
C (0.999, -2.022, 0.855)  -0.3768
C (1.716, -2.017, -0.330)  -0.5157
C (1.848, -0.815, -1.041)  -0.5206
C (1.674, 0.386, -0.403)  -0.4155
H (-0.832, 2.339, -0.008)  0.2963
H (-1.176, 3.071, 1.589)  0.3980
H (-1.577, 1.408, 1.282)  0.2095
H (1.303, 2.413, 1.305)  0.3698
H (0.675, 1.690, 2.571)  0.4129
H (0.068, -0.894, 2.384)  0.3766
H (0.822, -2.958, 1.372)  0.3798
H (2.078, -2.954, -0.726)  0.3753
H (2.326, -0.920, -2.013)  0.3879
H (2.057, 1.331, -0.745)  0.4021
C (-3.047, 0.064, -0.905)  -0.1680
C (-2.529, 0.130, -2.354)  -0.9408
H (-2.553, 0.869, -0.349)  -0.3144
H (-4.114, 0.254, -0.816)  0.3498
H (-2.754, -0.899, -0.489)  0.2517
H (-2.606, 1.154, -2.719)  0.2818
H (-3.158, -0.552, -2.936)  0.3240
H (-1.521, -0.210, -2.546)  0.2530

As for the energy above the lowest of the compared OMol25 structures with the same formula, charge and spin: 20.47 kcal per mole. The SMILES is CCc1ccccc1.CC. The HOMO-LUMO gap is 10.1 eV. As for the LUMO energy: 1.039 eV. As for the molar mass: 136.24 g/mol.

# 2
Computed, not measured: a cluster of 2 separate species, C10H16 in total, with ωB97M-V with the def2-TZVPD basis set.

Last column: Mulliken charge in e.
Element x y z (Å)
C (2.339, -1.440, 2.384)  -1.3197
C (2.108, -0.315, 1.447)  0.7224
C (1.652, 0.853, 2.094)  -0.4463
C (0.865, 1.775, 1.413)  -0.5329
C (0.582, 1.513, -0.008)  -0.4706
C (0.910, 0.368, -0.600)  -0.3126
C (1.711, -0.532, 0.137)  -0.3908
H (2.382, -2.389, 1.832)  0.3038
H (1.602, -1.655, 3.152)  0.3403
H (3.120, -1.389, 3.205)  0.3428
H (2.045, 1.210, 3.050)  0.3232
H (0.391, 2.651, 1.863)  0.3760
H (0.009, 2.257, -0.489)  0.3915
H (0.735, 0.126, -1.699)  0.3483
H (1.898, -1.512, -0.304)  0.2739
C (-2.261, 0.598, -2.701)  -0.8427
C (-3.137, -0.816, -2.443)  -0.4848
C (-3.065, -1.247, -0.908)  -0.8543
H (-1.260, 0.317, -2.486)  -0.0623
H (-2.175, 0.714, -3.717)  0.4478
H (-2.677, 1.402, -2.124)  0.3644
H (-4.161, -0.550, -2.604)  0.3163
H (-2.798, -1.591, -3.009)  0.4077
H (-4.054, -1.336, -0.512)  0.3201
H (-2.690, -2.370, -0.697)  0.2155
H (-2.584, -0.433, -0.348)  0.2231

As for the energy above the lowest of the compared OMol25 structures with the same formula, charge and spin: 58.05 kcal per mole. The SMILES is Cc1ccccc1.CCC. The HOMO-LUMO gap is 9.8 eV. As for the LUMO energy: 0.974 eV. As for the molar mass: 136.24 g/mol.

# 3
Computed, not measured: a cluster of 2 separate species, C10H16 in total, with ωB97M-V with the def2-TZVPD basis set.

Last column: Mulliken charge in e.
Element x y z (Å)
C (2.122, 0.600, 1.842)  -1.4301
C (1.227, -0.540, 1.498)  0.6716
C (0.882, -0.806, 0.186)  -0.0867
C (0.039, -1.841, -0.223)  -0.7573
C (-0.448, -2.656, 0.809)  -0.2818
C (-0.188, -2.363, 2.120)  -0.5221
C (0.679, -1.342, 2.504)  -0.3898
H (3.037, 0.600, 1.238)  0.3352
H (2.486, 0.629, 2.863)  0.3897
H (1.663, 1.587, 1.733)  0.2740
H (1.284, -0.191, -0.615)  0.3465
H (-0.221, -2.022, -1.251)  0.4189
H (-1.043, -3.526, 0.551)  0.3508
H (-0.596, -2.924, 2.957)  0.3225
H (0.944, -1.106, 3.524)  0.3504
C (-0.465, 2.053, -3.404)  -1.2976
C (-0.920, 2.544, -1.999)  0.1965
C (-2.425, 2.449, -1.886)  -1.1210
H (-0.645, 2.840, -4.133)  0.3745
H (0.594, 1.782, -3.429)  0.3438
H (-0.996, 1.152, -3.721)  0.3273
H (-0.436, 1.912, -1.258)  -0.0276
H (-0.494, 3.544, -1.919)  0.2664
H (-2.781, 3.329, -1.324)  0.3094
H (-2.936, 2.572, -2.839)  0.3191
H (-2.797, 1.613, -1.301)  0.3172

As for the energy above the lowest of the compared OMol25 structures with the same formula, charge and spin: 12.62 kcal per mole. The SMILES is Cc1ccccc1.CCC. The HOMO-LUMO gap is 10.0 eV. As for the LUMO energy: 0.973 eV. As for the molar mass: 136.24 g/mol.

# 4
Computed, not measured: a cluster of 2 separate species, C10H16 in total, with ωB97M-V with the def2-TZVPD basis set.

Last column: Mulliken charge in e.
Element x y z (Å)
C (-1.815, -2.388, -1.994)  -1.3835
C (-1.855, -1.568, -0.732)  0.9346
C (-0.683, -1.453, -0.002)  -0.3290
C (-0.626, -0.791, 1.223)  -0.7108
C (-1.849, -0.309, 1.656)  -0.3032
C (-3.057, -0.455, 0.973)  -0.4550
C (-3.073, -1.029, -0.316)  -0.4790
H (-1.023, -3.126, -2.021)  0.3716
H (-1.566, -1.799, -2.894)  0.2681
H (-2.808, -2.835, -2.129)  0.3555
H (0.236, -1.859, -0.435)  0.2655
H (0.313, -0.610, 1.717)  0.4406
H (-1.933, 0.380, 2.504)  0.2824
H (-3.927, -0.012, 1.449)  0.3453
H (-3.989, -1.017, -0.883)  0.3974
C (3.527, 1.329, -0.990)  -1.1171
C (3.172, 2.054, 0.325)  -0.1563
C (3.910, 3.395, 0.487)  -1.0106
H (4.597, 1.094, -0.999)  0.2900
H (3.409, 2.065, -1.770)  0.3358
H (2.956, 0.394, -0.950)  0.2894
H (2.066, 2.044, 0.324)  0.2668
H (3.445, 1.496, 1.244)  0.2396
H (4.772, 3.294, 1.128)  0.3059
H (4.261, 3.741, -0.491)  0.2715
H (3.169, 4.175, 0.783)  0.2845

As for the energy above the lowest of the compared OMol25 structures with the same formula, charge and spin: 22.44 kcal per mole. The SMILES is Cc1ccccc1.CCC. The HOMO-LUMO gap is 9.9 eV. As for the LUMO energy: 0.964 eV. As for the molar mass: 136.24 g/mol.

no.,E_HOMO (eV)
1,-9.0
2,-8.8
3,-9.1
4,-8.9